Formula: C4H13NO2
Source: the Open Molecules 2025 dataset
Level of theory: wB97M-V/def2-TZVPD

Geometry as XYZ:
```
20
C4H13NO2 | the Open Molecules 2025 dataset | wB97M-V/def2-TZVPD
N -2.373 0.973 1.095
H 2.457 -2.799 -0.683
C 0.580 -1.212 0.536
H -1.379 0.922 -0.755
H -3.218 0.482 0.829
H -2.541 1.966 1.011
O 1.715 -2.527 -1.226
C -1.240 0.557 0.255
C 1.292 -1.231 -0.835
H 1.841 2.615 -0.975
H -1.434 -1.278 1.314
H -0.387 1.117 0.622
H 1.406 3.957 -0.368
C -0.927 -0.919 0.413
H 1.021 -0.470 1.195
H 2.137 -0.542 -0.871
H 0.588 -0.898 -1.601
O 1.112 3.049 -0.498
H 0.691 -2.221 0.929
H -1.340 -1.541 -0.388
```

E_LUMO: 0.61 eV
orbital gap: 9.565 eV
SMILES: NCCCCO.O
molar mass: 107.2 g/mol
energy above the lowest of the compared OMol25 structures with the same formula, charge and spin: 86.95 kJ/mol